1.
C10H12Br2 | ωB97M-V/def2-TZVPD

The geometry in ORCA input format:
```
! wB97M-V def2-TZVPD RIJCOSX def2/J DEFGRID3
* xyz 0 1
C 1.6586 0.8258 -2.2533
C 1.3206 -0.4969 -2.4022
C -2.1688 -0.1365 0.8344
C -1.4066 -1.2490 0.1450
C -1.4945 1.2086 0.3983
C 0.0031 -1.3247 0.7728
C -0.0187 1.2712 0.8282
C 0.8954 0.1651 -1.1980
C 0.7385 0.0606 0.2840
C 2.1846 0.0201 0.7139
Br 3.1297 1.7100 0.4454
Br 3.1455 -1.6560 0.2658
H 2.3859 1.5825 -2.4185
H 1.1656 -1.4602 -2.9145
H -3.2632 0.0127 0.5510
H -1.9580 -0.2994 1.9121
H -2.0318 -2.2193 0.2833
H -1.1988 -1.1016 -0.9249
H -1.4493 1.1383 -0.6053
H -2.0923 2.1081 0.7785
H -0.3504 -1.4004 1.8123
H 0.5175 -2.2687 0.3965
H 0.3280 2.2233 0.4349
H -0.0406 1.2865 1.8602
*
```

The HOMO energy (alpha / beta) comes out at -6.8 / -6.7 eV. The max |F| comes out at 4.2 eV/Å. The calculation puts the total energy at -150643.0773 eV. The relative energy (zero: lowest compared OMol25 entry of this formula, charge and spin) is 0.665 eV. For the LUMO energy (alpha / beta), the calculation gives 0.027 / -0.017 eV.

The net atomic charges from natural (NBO), expressed in e, are: -0.083, -0.140, -0.407, -0.407, -0.374, -0.383, -0.393, 0.092, -0.223, -0.290, -0.003, -0.016, 0.261, 0.263, 0.217, 0.194, 0.211, 0.191, 0.183, 0.209, 0.225, 0.235, 0.222, 0.217

***

2.
C10H12BrN2O5P | ωB97M-V/def2-TZVPD

The geometry in ORCA input format:
```
! wB97M-V def2-TZVPD RIJCOSX def2/J DEFGRID3
* xyz 0 1
C -1.2842 -0.2588 4.2121
C -0.6722 -1.0626 2.9180
Br -0.3057 -2.9708 3.3923
C -1.6226 -0.9288 1.5486
C -0.5285 -0.9461 0.2837
C 0.0252 -2.4272 -0.1744
N 1.0260 -2.5608 -1.3198
C 1.6019 -1.3434 -2.0731
N 2.5888 -1.6790 -3.1846
C 1.1353 0.2083 -1.6772
P 1.9108 1.6995 -2.6238
O 1.0384 3.0173 -2.5798
C 0.0192 0.4014 -0.4810
C -0.5830 1.8820 -0.0055
O 0.1628 2.7975 0.6181
O -2.0081 2.1554 -0.2467
C -2.2160 3.2671 -1.1878
O -1.9988 3.1543 -2.5277
O -2.7425 4.6080 -0.7669
H -0.3670 -0.0478 4.9456
H -1.7437 0.7975 3.9515
H -2.0397 -0.9173 4.8588
H 0.3756 -0.5566 2.6518
H -2.1991 0.0908 1.4999
H -2.2889 -1.8799 1.4045
H -0.3838 -3.3766 0.4068
H 1.3023 -3.5535 -1.5675
H 3.4078 -2.1073 -2.6975
H 2.8862 -0.8252 -3.7076
H 3.1491 2.0117 -1.8968
H 2.3543 1.3508 -3.9739
*
```

The HOMO energy comes out at -6.5 eV. The max |F| comes out at 11.1 eV/Å. The calculation puts the total energy at -103098.6437 eV. For the LUMO energy, the calculation gives -3.065 eV.

The net atomic charges from natural (NBO), expressed in e, are: -0.661, -0.244, -0.011, -0.464, -0.003, 0.061, -0.554, 0.455, -0.811, -0.396, 1.373, -0.949, 0.065, 0.752, -0.474, -0.565, 0.875, -0.685, -0.741, 0.234, 0.252, 0.237, 0.238, 0.288, 0.252, 0.285, 0.452, 0.400, 0.406, -0.027, -0.038

***

3.
C10H12ClNO4Pt | ωB97M-V/def2-TZVPD

The geometry in ORCA input format:
```
! wB97M-V def2-TZVPD RIJCOSX def2/J DEFGRID3
* xyz 2 5
Cl 1.3912 -1.8018 0.9417
C 2.8989 2.0099 -0.0077
C 1.9490 2.6132 -0.8783
C 1.3391 1.5938 -1.6645
H 1.7080 3.6719 -0.9157
C 1.9772 0.3068 -1.3461
C 2.9866 0.6249 -0.3127
H 3.6754 -0.1358 0.0587
H 3.4960 2.5251 0.7447
H 0.6500 1.6524 -2.5030
C 1.9524 -0.8910 -2.2373
Pt 0.4189 0.2850 0.2726
C -0.7316 1.7187 -0.2432
C 0.2707 0.2849 2.1856
O -1.4519 2.5847 -0.5031
O 0.2009 0.1694 3.3359
H 0.9756 -1.0365 -2.7049
H 2.1828 -1.8042 -1.6873
H 2.6809 -0.7962 -3.0472
N -3.2079 -1.7381 2.0119
C -2.9293 -0.6815 1.0267
C -2.3796 -1.4886 -0.1895
O -2.4248 -2.7302 -0.0716
O -1.9359 -0.7551 -1.1113
H -3.2874 -2.6029 1.4247
H -3.9855 -1.5500 2.6287
H -2.3682 -1.8921 2.5734
H -3.8518 -0.1553 0.7725
H -2.1997 0.0186 1.4462
*
```

The HOMO energy (alpha / beta) comes out at -14.2 / -16.8 eV. The max |F| comes out at 5.8 eV/Å. The calculation puts the total energy at -35991.3262 eV. The relative energy (zero: lowest compared OMol25 entry of this formula, charge and spin) is 0.000 eV. For the LUMO energy (alpha / beta), the calculation gives -6.782 / -11.336 eV. As for the expectation value of S²: 6.017.

The net atomic charges from natural (NBO), expressed in e, are: -0.446, -0.084, -0.088, -0.188, 0.276, -0.049, -0.093, 0.291, 0.277, 0.282, -0.680, 0.602, 0.431, 0.436, -0.386, -0.379, 0.248, 0.277, 0.288, -0.682, -0.320, 0.697, -0.529, -0.108, 0.486, 0.464, 0.449, 0.281, 0.248

***

4.
C10H12FN2 | ωB97M-V/def2-TZVPD

The geometry in ORCA input format:
```
! wB97M-V def2-TZVPD RIJCOSX def2/J DEFGRID3
* xyz 1 1
C 1.1441 -0.9029 2.9897
C 2.2469 -1.1029 2.2373
C -0.0163 -0.3798 2.3197
C 2.2449 -0.8816 0.8573
C -0.0206 -0.1222 1.0069
C 1.1209 -0.4084 0.2409
C -1.0299 0.5458 0.2359
C 0.4382 0.2071 -1.5925
C 0.5326 -0.8992 -2.5228
C -1.8653 1.3601 -1.8993
N -0.8370 0.6802 -1.0277
N -2.0709 0.9870 0.9190
F 1.2232 1.1897 -1.9510
H 1.1263 -0.9530 4.1266
H 3.2039 -1.2861 2.8414
H -0.9447 -0.2181 2.7945
H 3.2266 -1.0392 0.3182
H 0.2061 -1.9587 -2.0489
H 1.5423 -0.9434 -2.7671
H -0.0760 -0.7497 -3.3492
H -2.7641 1.2888 -1.4214
H -1.6664 2.4717 -1.7550
H -1.9366 1.0105 -2.9651
H -2.2016 0.5585 1.8509
H -2.8267 1.5457 0.5616
*
```

The HOMO energy comes out at -13.2 eV. The max |F| comes out at 6.3 eV/Å. The calculation puts the total energy at -16253.8068 eV. The relative energy (zero: lowest compared OMol25 entry of this formula, charge and spin) is 0.195 eV. For the LUMO energy, the calculation gives -3.679 eV.

The net atomic charges from natural (NBO), expressed in e, are: -0.201, -0.161, -0.121, -0.289, -0.257, 0.138, 0.574, 0.621, -0.688, -0.422, -0.390, -0.729, -0.307, 0.251, 0.250, 0.187, 0.249, 0.252, 0.258, 0.232, 0.205, 0.235, 0.260, 0.428, 0.425

***

5.
C10H12N | ωB97M-V/def2-TZVPD

The geometry in ORCA input format:
```
! wB97M-V def2-TZVPD RIJCOSX def2/J DEFGRID3
* xyz 1 1
C -0.3958 -1.9505 2.2480
C -0.0544 -0.9709 3.1178
C -0.3700 -1.7807 0.8629
C 0.3546 0.3904 2.5916
C -0.0158 -0.5801 0.3541
C 0.4135 0.4697 1.2356
C 0.3216 0.3137 -0.7673
C -1.2786 -0.5760 -2.6785
C 1.1710 2.6534 -0.1469
C 0.1855 -0.1327 -2.4649
N 0.6655 1.3072 0.0146
H -0.7669 -2.9607 2.7553
H -0.0396 -1.1008 4.1512
H -0.8684 -2.4317 0.0648
H 0.7463 1.1139 3.2885
H -1.6459 -1.3273 -1.9693
H -1.5132 -0.9523 -3.6228
H -1.9472 0.3609 -2.5652
H 1.5907 2.8137 0.8011
H 0.3713 3.2006 -0.5362
H 1.9302 2.6103 -0.9413
H 0.4398 0.5407 -3.2129
H 0.7057 -1.0107 -2.5802
*
```

The HOMO energy comes out at -13.1 eV. The max |F| comes out at 4.7 eV/Å. The calculation puts the total energy at -12044.0295 eV. The relative energy (zero: lowest compared OMol25 entry of this formula, charge and spin) is 4.020 eV. For the LUMO energy, the calculation gives -5.070 eV.

The net atomic charges from natural (NBO), expressed in e, are: -0.234, -0.114, -0.106, -0.213, -0.178, 0.161, 0.502, -0.615, -0.408, -0.372, -0.277, 0.259, 0.237, 0.245, 0.249, 0.216, 0.246, 0.216, 0.239, 0.240, 0.238, 0.238, 0.234

***

6.
C10H12N2OS | ωB97M-V/def2-TZVPD

The geometry in ORCA input format:
```
! wB97M-V def2-TZVPD RIJCOSX def2/J DEFGRID3
* xyz 0 1
S 0.0506 2.5425 -0.4503
C -0.0243 0.9850 0.0596
C -1.3370 0.2933 -0.0511
C -2.4696 0.6479 0.6509
C -3.6686 0.0087 0.5451
C -3.6005 -1.2525 -0.1338
C -2.3729 -1.5677 -0.7804
N -1.2612 -0.8183 -0.7824
N 1.0835 0.3060 0.5285
C 1.0631 -1.0848 0.9516
C 1.9720 -1.9535 0.0408
O 3.2242 -1.4235 -0.1598
C 3.1482 -0.0235 -0.5254
C 2.4098 0.8539 0.4893
H -2.3070 1.5662 1.1602
H -4.5402 0.3382 0.9983
H -4.4286 -1.9231 -0.1406
H -2.3383 -2.5019 -1.3056
H 1.4293 -1.0453 2.0544
H 0.1326 -1.5679 0.9854
H 2.1940 -2.9780 0.4826
H 1.4746 -2.0675 -0.9197
H 2.7460 0.0544 -1.5767
H 4.1917 0.2351 -0.6196
H 2.9403 0.8404 1.4924
H 2.4259 1.9027 0.1688
*
```

The HOMO energy comes out at -8.2 eV. The max |F| comes out at 3.9 eV/Å. The calculation puts the total energy at -26426.2686 eV. The relative energy (zero: lowest compared OMol25 entry of this formula, charge and spin) is 0.714 eV. For the LUMO energy, the calculation gives 0.211 eV.

The net atomic charges from natural (NBO), expressed in e, are: -0.141, 0.113, 0.129, -0.230, -0.153, -0.244, 0.029, -0.421, -0.400, -0.244, -0.073, -0.523, -0.088, -0.269, 0.231, 0.220, 0.221, 0.192, 0.191, 0.233, 0.196, 0.175, 0.182, 0.199, 0.210, 0.263

***

7.
C10H12N4 | ωB97M-V/def2-TZVPD

The geometry in ORCA input format:
```
! wB97M-V def2-TZVPD RIJCOSX def2/J DEFGRID3
* xyz 0 1
H -2.1878 -0.3312 -2.3179
N -1.3121 0.1863 -1.9785
C -1.2426 0.3465 -0.7345
N -2.1843 0.1268 0.2072
C -3.5328 -0.1974 -0.1358
C -1.9714 0.0726 1.6909
N 0.0659 0.8419 -0.0607
C -0.0151 2.0903 0.3018
N -0.0185 3.2190 0.5273
C 1.2462 0.1871 -0.2130
C 2.3158 0.6672 0.6204
C 3.5743 0.1988 0.4335
C 3.8145 -0.9991 -0.2850
C 2.7355 -1.5688 -0.9500
C 1.4553 -0.9175 -0.9646
H -4.1434 0.0155 0.8389
H -3.9788 0.3297 -1.0147
H -3.7599 -1.3261 -0.4064
H -1.0117 -0.3285 1.9065
H -2.0784 1.0696 2.0943
H -2.5757 -0.6721 2.0799
H 2.2113 1.6591 1.0294
H 4.4926 0.4383 1.0780
H 4.7602 -1.3559 -0.5609
H 2.7776 -2.3668 -1.6353
H 0.5632 -1.3851 -1.5508
*
```

The HOMO energy comes out at -8.6 eV. The max |F| comes out at 5.1 eV/Å. The calculation puts the total energy at -16522.3444 eV. The relative energy (zero: lowest compared OMol25 entry of this formula, charge and spin) is 1.306 eV. For the LUMO energy, the calculation gives 0.580 eV.

The net atomic charges from natural (NBO), expressed in e, are: 0.364, -0.719, 0.629, -0.451, -0.423, -0.401, -0.502, 0.426, -0.357, 0.164, -0.260, -0.181, -0.244, -0.175, -0.256, 0.219, 0.220, 0.190, 0.218, 0.217, 0.207, 0.230, 0.221, 0.214, 0.211, 0.239

***

8.
C10H12N4O6S2SeTl | ωB97M-V/def2-TZVPD

The geometry in ORCA input format:
```
! wB97M-V def2-TZVPD RIJCOSX def2/J DEFGRID3
* xyz -1 1
Tl 0.2114 0.2005 1.1770
C 2.2476 -4.4200 -0.3853
S 1.1349 -4.5994 1.0319
C 0.4120 -2.9057 1.0719
S 1.7700 -1.7616 1.6245
N -0.0688 -2.6298 -0.2527
N -0.3946 -1.4248 -0.4778
C -1.0113 -1.0206 -1.5558
C -1.4204 0.3477 -1.6454
C -2.2409 0.7922 -2.6998
C -2.6323 2.1094 -2.7509
C -2.2249 2.9890 -1.7479
C -1.4354 2.4884 -0.7324
N -1.0341 1.2183 -0.6883
H 2.6982 -5.3996 -0.5400
H 3.0102 -3.6781 -0.1581
H 1.6683 -4.1241 -1.2554
H -1.3186 -1.7309 -2.3171
H -2.5641 0.0846 -3.4519
H -3.2621 2.4646 -3.5573
H -2.5108 4.0309 -1.7581
H -1.1065 3.1182 0.0858
N 2.2175 1.4034 0.2269
C 2.3015 2.7583 0.7594
C 1.0525 3.2247 1.5574
O 1.0149 4.4244 1.8030
O 0.1802 2.3588 1.9141
H 2.9842 0.8084 0.5070
H 2.1238 1.3759 -0.7786
H 2.4487 3.4982 -0.0258
H 3.1346 2.8455 1.4567
O -0.4932 -0.7768 3.5603
Se -1.5503 -1.6978 2.7749
O -2.6129 -2.4802 3.6403
O -2.1373 -0.8401 1.5401
O -0.5919 -3.0519 2.0474
*
```

The HOMO energy comes out at -4.7 eV. The max |F| comes out at 0.9 eV/Å. The calculation puts the total energy at -120518.6711 eV. The relative energy (zero: lowest compared OMol25 entry of this formula, charge and spin) is 1.112 eV. For the LUMO energy, the calculation gives 2.149 eV.

The net atomic charges from natural (NBO), expressed in e, are: 1.394, -0.753, 0.222, 0.152, -0.302, -0.404, -0.190, -0.183, 0.217, -0.261, -0.150, -0.319, 0.081, -0.524, 0.215, 0.220, 0.232, 0.184, 0.213, 0.207, 0.217, 0.226, -0.831, -0.351, 0.768, -0.671, -0.754, 0.397, 0.390, 0.210, 0.215, -1.015, 2.768, -0.997, -1.029, -0.792

***

9.
C10H12NO | ωB97M-V/def2-TZVPD

The geometry in ORCA input format:
```
! wB97M-V def2-TZVPD RIJCOSX def2/J DEFGRID3
* xyz 1 3
C -2.9571 -0.6476 -0.1970
C -2.7121 0.6797 -0.1954
C -1.8077 -1.4726 -0.3032
C -1.4048 1.1291 -0.0486
C -0.5134 -1.0506 0.0434
C -0.2934 0.3461 0.1483
C 0.5560 -2.1231 0.0864
C 1.9448 -1.4731 0.4511
C 1.1015 1.1170 0.1668
C 1.2380 2.6481 -0.0639
N 2.3397 -0.6896 -0.6321
O 1.9663 0.5103 -0.7813
H -3.9174 -0.9790 -0.3702
H -3.5991 1.2933 -0.3526
H -1.7741 -2.5611 -0.5192
H -1.3505 2.2271 -0.1498
H 0.5188 -2.9424 0.9313
H 0.7548 -2.7340 -0.9067
H 1.9266 -0.7754 1.2618
H 2.5807 -2.3475 0.4780
H 1.5426 0.8665 1.0754
H 1.1776 2.8574 -1.0823
H 2.1062 2.7889 0.4314
H 0.5759 3.3325 0.5285
*
```

The HOMO energy (alpha / beta) comes out at -13.0 / -13.0 eV. The max |F| comes out at 4.5 eV/Å. The calculation puts the total energy at -14088.5250 eV. The relative energy (zero: lowest compared OMol25 entry of this formula, charge and spin) is 1.739 eV. For the LUMO energy (alpha / beta), the calculation gives -2.596 / -8.343 eV. As for the expectation value of S²: 2.008.

The net atomic charges from natural (NBO), expressed in e, are: -0.154, -0.184, -0.157, -0.179, -0.055, -0.083, -0.412, -0.323, 0.094, -0.619, 0.350, -0.199, 0.232, 0.241, 0.224, 0.228, 0.272, 0.264, 0.256, 0.282, 0.190, 0.244, 0.231, 0.258